C26H37N2SeV | ωB97M-V/def2-TZVPD

Its HOMO energy (spin up / spin down) is -9.3 / -9.2 eV. The expectation value of S² is 0.83. The maximum force is 8.044 eV/Å. The value obtained for the calculated total energy is -121563.603 eV. As for the LUMO energy (spin up / spin down): -3.450 / -3.682 eV. Its spin multiplicity is 2. The calculation puts the gap between HOMO and LUMO (spin up / spin down) at 0.2149 / 0.2024 Eh. Its charge is +1.

Geometry (Å):
C 1.2352 -1.7297 0.4763
C 1.7320 -1.0274 -0.6729
C 0.7816 -1.1980 -1.7438
C -0.3021 -1.9957 -1.2408
C -0.0446 -2.2812 0.1426
V -0.0805 -0.2338 -0.1553
C -2.7246 1.5439 -1.5204
C -2.4342 1.0945 -0.2344
H -2.4032 1.8185 0.6054
C -2.4691 -0.2895 0.1347
H -2.9953 -1.0019 -0.5345
H -2.6138 -0.5637 1.1994
C -3.1211 3.0292 -1.7666
H -2.5721 3.7295 -1.1131
H -2.9273 3.3916 -2.7870
H -4.1680 3.1559 -1.5687
C -2.7121 0.6147 -2.7313
H -1.8718 -0.0943 -2.7623
H -3.6326 0.0381 -2.7900
H -2.6305 1.1551 -3.6897
C 3.0611 -0.3745 -0.7463
H 3.2216 0.2671 0.1293
H 3.8678 -1.1188 -0.7723
H 3.1386 0.2576 -1.6337
C 0.9911 -0.7755 -3.1526
H 1.5218 0.1870 -3.1851
H 1.5913 -1.5165 -3.6987
H 0.0446 -0.6379 -3.6806
C -1.4062 -2.5989 -2.0405
H -1.4581 -2.1593 -3.0407
H -1.2565 -3.6839 -2.1507
H -2.3706 -2.4534 -1.5465
C -0.8687 -3.1370 1.0429
H -1.9130 -3.1643 0.7111
H -0.4882 -4.1703 1.0768
H -0.8435 -2.7445 2.0664
C 2.0525 -2.0817 1.6700
H 1.4186 -2.4474 2.4837
H 2.7745 -2.8805 1.4280
H 2.6230 -1.2147 2.0181
C 1.3420 1.6428 -1.6913
C 0.0048 2.2172 -2.0807
C 2.3742 2.4801 -2.0056
C -0.0627 2.7106 -3.3968
H -1.0358 2.5653 -1.4178
C 2.3898 3.0244 -3.2933
H 3.1872 2.6956 -1.3209
C 1.1950 3.0079 -4.0100
H -0.9711 2.8405 -3.9861
H 3.2890 3.4144 -3.7575
H 1.1855 3.2872 -5.0830
C 2.7290 0.8429 4.0441
N 1.5121 0.1125 4.3107
C 1.2886 -0.7475 5.3753
C 0.0059 -1.1600 5.3035
N -0.5720 -0.5504 4.1944
C -1.9649 -0.6687 3.8320
C 0.3871 0.1884 3.5192
Se 0.3086 1.1958 1.9288
H 3.0675 0.6734 3.0169
H 3.4883 0.4869 4.7506
H 2.5697 1.9181 4.1882
H 2.0806 -0.9636 6.1166
H -0.5847 -1.8114 5.9761
H -2.1459 -1.5953 3.2706
H -2.5579 -0.7117 4.7571
H -2.2575 0.1961 3.2326



C3H6N2S2 | ωB97M-V/def2-TZVPD

Its HOMO energy is -8.4 eV. The maximum force is 2.079 eV/Å. Its SMILES is CN(S)/C=N/C=S. The value obtained for the calculated total energy is -27857.641 eV. As for the LUMO energy: -0.053 eV. Its relative energy (zero: lowest compared OMol25 entry of this formula, charge and spin) is 1.456 eV. The calculation puts the gap between HOMO and LUMO at 0.3058 Eh. Its charge is 0.

Geometry (Å):
C 1.0809 1.4674 -0.0903
N 0.9846 0.0075 -0.1247
S 2.4205 -0.9093 -0.1483
C -0.2058 -0.6246 -0.1141
N -1.3228 0.0215 -0.0872
C -2.4659 -0.7733 -0.0925
S -3.9808 -0.2111 -0.0689
H 1.7250 1.8138 -0.8299
H 0.0914 1.8967 -0.2744
H 1.4495 1.7732 0.9040
H 2.6857 -0.9023 1.1835
H -0.1704 -1.7208 -0.1296
H -2.2920 -1.8387 -0.1277



C37H62O8 | ωB97M-V/def2-TZVPD

Its HOMO energy is -9.3 eV. The maximum force is 6.701 eV/Å. Its SMILES is C#CC1=C(CCCCCCCCCOC)C(=O)C=C(CCCC)C1=O.CC(C)=O.CC(C)=O.CC(C)=O.CC(C)=O.CC(C)=O. The value obtained for the calculated total energy is -55743.674 eV. As for the LUMO energy: -1.762 eV. The calculation puts the gap between HOMO and LUMO at 0.2780 Eh. Its charge is 0.

Geometry (Å):
C 2.2722 0.8210 -1.6235
C 1.3250 1.6119 -1.1337
C -0.1813 2.1373 -0.8433
C -1.0698 1.3426 0.0010
C -0.4511 -0.0189 0.5875
C -1.3313 -0.7581 1.7176
C -0.6015 -2.2124 1.9796
C -0.3981 -2.5325 3.5526
C -1.3765 -3.7537 3.9685
C -0.9117 -5.0980 3.2054
C -1.6854 -6.4442 3.7404
C -1.7800 -7.5994 2.6173
C -0.4125 -7.8837 1.8111
O 0.5060 -8.7947 2.5086
C 1.8725 -8.4850 2.0792
C -2.5576 1.8971 0.2029
O -3.4900 1.3518 0.8807
C -2.9731 3.2770 -0.5654
C -2.0783 4.0577 -1.3680
C -2.4920 5.4458 -2.0877
C -3.4459 5.0973 -3.3529
C -3.4532 6.4089 -4.3211
C -2.1746 6.3643 -5.3374
C -0.5759 3.5281 -1.5329
O 0.3219 4.1963 -2.1672
H 3.1070 0.1996 -2.1340
H -0.1519 -0.7249 -0.2823
H 0.5586 0.2730 1.0998
H -1.3545 -0.1385 2.6866
H -2.3954 -1.0048 1.3086
H 0.4431 -2.1716 1.4933
H -1.2148 -3.0142 1.4192
H -0.5317 -1.5831 4.2319
H 0.6853 -2.8862 3.7083
H -2.4647 -3.4437 3.7548
H -1.2612 -3.8901 5.1228
H -1.1016 -5.0820 2.0589
H 0.2412 -5.1899 3.3410
H -1.2052 -6.7778 4.7360
H -2.7797 -6.0976 3.9473
H -2.0415 -8.5936 3.1712
H -2.6492 -7.4173 1.8619
H 0.1563 -6.9416 1.4762
H -0.7245 -8.4372 0.8279
H 2.6150 -9.1344 2.6780
H 2.0544 -8.7185 0.9631
H 2.1181 -7.3724 2.2996
H -4.0602 3.6573 -0.4595
H -1.5564 5.9937 -2.4857
H -3.0027 6.1914 -1.3497
H -2.9916 4.1756 -3.9024
H -4.4945 4.8034 -2.9813
H -3.3069 7.3664 -3.6779
H -4.4485 6.4125 -4.9108
H -2.5641 6.0856 -6.3906
H -1.7230 7.4221 -5.3884
H -1.3612 5.6243 -4.9689
C -2.7413 -0.8148 6.6611
C -3.7501 -1.5119 5.7914
C -4.6984 -0.6498 5.0008
O -3.7980 -2.7282 5.7287
H -2.1256 -1.5604 7.1707
H -2.0927 -0.1870 6.0459
H -3.2530 -0.2101 7.4136
H -4.1367 -0.0136 4.3127
H -5.2979 -0.0383 5.6790
H -5.3689 -1.2879 4.4195
C 5.3101 4.3878 -5.3152
C 5.1389 3.2601 -4.3322
C 3.8554 3.2134 -3.5473
O 6.0072 2.4167 -4.1780
H 6.2812 4.2943 -5.8081
H 4.5262 4.3412 -6.0744
H 5.2742 5.3459 -4.7916
H 3.0069 3.1143 -4.2280
H 3.7548 4.1190 -2.9449
H 3.8709 2.3497 -2.8798
C 2.2189 1.2975 6.5475
C 0.9974 1.1017 5.6899
C 0.5798 2.2468 4.8058
O 0.3699 0.0556 5.7103
H 2.4006 0.3914 7.1311
H 3.0897 1.4876 5.9161
H 2.0603 2.1309 7.2356
H 1.3778 2.4791 4.0969
H 0.3483 3.1224 5.4164
H -0.3152 1.9640 4.2453
C 6.1855 -7.5947 -0.6561
C 5.7903 -8.5735 0.4177
C 5.1983 -9.8858 -0.0236
O 5.9437 -8.3136 1.5990
H 6.5968 -6.6947 -0.1918
H 6.9495 -8.0369 -1.2993
H 5.3090 -7.3151 -1.2451
H 5.9183 -10.4304 -0.6386
H 4.2778 -9.7082 -0.5843
H 4.9615 -10.4900 0.8559
C -1.3998 10.2272 -8.6655
C -1.2655 8.8147 -8.1617
C -1.8496 7.7173 -9.0112
O -0.7055 8.5690 -7.1065
H -0.9338 10.9118 -7.9522
H -0.8943 10.3279 -9.6285
H -2.4560 10.4885 -8.7624
H -1.3641 7.7065 -9.9897
H -2.9258 7.8670 -9.1236
H -1.6789 6.7534 -8.5252



CH2O5P | ωB97M-V/def2-TZVPD

Its HOMO energy is -4.7 eV. The maximum force is 2.767 eV/Å. Its SMILES is O=C([O-])OP(O)O. The value obtained for the calculated total energy is -20599.590 eV. As for the LUMO energy: 3.802 eV. Its relative energy (zero: lowest compared OMol25 entry of this formula, charge and spin) is 1.447 eV. The calculation puts the gap between HOMO and LUMO at 0.3123 Eh. Its charge is -1.

Geometry (Å):
O 2.6150 0.1226 1.0540
C 1.8667 -0.0600 0.1274
O 1.9774 -0.5475 -0.9625
O 0.4781 0.2306 0.5777
P -0.5749 0.2294 -0.6493
O -1.5246 -1.0545 -0.1288
O -1.5592 1.4628 -0.2195
H -1.2458 -1.9079 -0.4010
H -2.0327 1.5245 0.6020



C6H14N2O | ωB97M-V/def2-TZVPD

Its HOMO energy is -6.6 eV. The maximum force is 4.075 eV/Å. Its SMILES is C=C(N)OC.C=C(C)N. The value obtained for the calculated total energy is -11473.218 eV. As for the LUMO energy: 0.801 eV. Its relative energy (zero: lowest compared OMol25 entry of this formula, charge and spin) is 4.552 eV. The calculation puts the gap between HOMO and LUMO at 0.2736 Eh. Its charge is 0.

Geometry (Å):
C 1.5598 -1.2943 -1.2685
C 0.8761 -0.8361 -0.1753
N 1.3764 -1.1688 1.1108
O -0.6404 -1.0205 -0.0232
C -1.3337 -1.9218 -0.8503
H 2.4908 -1.8354 -1.1552
H 1.2488 -1.0756 -2.2801
H 0.7575 -1.8234 1.5764
H 2.3111 -1.5582 1.0761
H -0.7034 -2.4747 -1.5562
H -1.8673 -2.6533 -0.2253
H -2.0946 -1.3564 -1.4002
C 0.7895 1.2728 -0.3691
C -0.3565 1.7552 0.2883
C -0.4255 1.7473 1.7806
N -1.4538 2.1333 -0.3953
H 1.7331 1.4715 0.1319
H 0.8272 1.4539 -1.4398
H 0.2966 1.0305 2.1825
H -0.1610 2.7381 2.1652
H -1.4168 1.4613 2.1410
H -2.3466 2.0300 0.0715
H -1.4672 1.9246 -1.3857



C31H24N4O4S2Sn | ωB97M-V/def2-TZVPD

Its HOMO energy is -7.9 eV. The maximum force is 0.918 eV/Å. The value obtained for the calculated total energy is -74189.999 eV. As for the LUMO energy: -0.361 eV. The calculation puts the gap between HOMO and LUMO at 0.2779 Eh. Its charge is 0.

Geometry (Å):
Sn 0.1489 -0.3815 1.8249
O 2.5896 -2.1503 2.3406
S 3.4398 -1.1414 1.7489
O 4.5303 -0.6189 2.5250
N 2.4317 -0.0328 1.2111
C 2.8537 1.1487 0.6313
C 4.1296 1.4570 0.2093
C 4.4149 2.7021 -0.3855
C 3.4472 3.6468 -0.5600
C 2.1276 3.3719 -0.1329
C 1.0805 4.3135 -0.2380
C -0.1594 4.0059 0.2388
C -0.3711 2.7368 0.8032
N 0.5661 1.8179 0.8823
C 1.8272 2.1231 0.4467
C 4.1822 -1.8474 0.2866
C 3.4165 -2.0781 -0.8498
C 4.0070 -2.6342 -1.9736
C 5.3596 -2.9515 -1.9623
C 6.1221 -2.7064 -0.8296
C 5.5365 -2.1472 0.2980
H 4.9307 0.7467 0.3531
H 5.4308 2.9050 -0.6998
H 3.6706 4.6079 -1.0054
H 1.2863 5.2810 -0.6804
H -0.9813 4.7068 0.1977
H -1.3342 2.4795 1.2138
H 2.3698 -1.8043 -0.8635
H 3.4138 -2.8110 -2.8616
H 5.8205 -3.3802 -2.8428
H 7.1774 -2.9461 -0.8232
H 6.1164 -1.9400 1.1874
C -4.8585 4.8316 -1.7435
C -4.3809 3.6895 -0.8896
C -4.9231 3.4675 0.3759
C -4.5058 2.4021 1.1556
C -3.5249 1.5457 0.6741
C -2.9826 1.7394 -0.5866
C -3.4106 2.8088 -1.3588
S -2.9391 0.2572 1.7475
O -1.9498 0.8989 2.6246
O -4.1017 -0.2908 2.3906
N -2.1006 -0.7244 0.8371
C -2.5392 -1.9987 0.4881
C -3.8509 -2.3333 0.2313
C -4.2122 -3.6384 -0.1494
C -3.2732 -4.6148 -0.2950
C -1.9157 -4.3127 -0.0504
C -0.8974 -5.2837 -0.1725
C 0.3924 -4.9509 0.1062
C 0.6747 -3.6337 0.5126
N -0.2345 -2.6916 0.6119
C -1.5371 -3.0075 0.3389
H -5.6350 4.4972 -2.4349
H -4.0457 5.2464 -2.3399
H -5.2804 5.6308 -1.1353
H -5.6869 4.1372 0.7529
H -4.9350 2.2304 2.1343
H -2.2366 1.0488 -0.9593
H -2.9828 2.9596 -2.3435
H -4.6173 -1.5791 0.3342
H -5.2566 -3.8580 -0.3298
H -3.5457 -5.6225 -0.5822
H -1.1650 -6.2915 -0.4678
H 1.1952 -5.6720 0.0437
H 1.6813 -3.3668 0.7886